28
Properties=species:S:1:pos:R:3:forces:R:3:mulliken_charge:R:1 method="wB97M-V/def2-TZVPD" orbital_gap_ev=8.7599 relative_energy_kj_mol=301.1 total_energy_ev=-15184.8013 smiles=Cc1c[nH]c2ccccc12.CCO
C 3.22166 2.52617 0.03897 -0.70 -2.27 -1.38 -1.05
C 1.40521 0.69628 0.80670 -1.08 -0.05 -0.64 0.56
C 2.63921 1.10599 0.12432 2.83 -1.89 0.05 0.49
C 1.44469 -0.70694 0.78511 -2.52 -1.29 -0.12 0.20
C 3.36739 -0.06300 -0.17557 -3.83 0.51 1.62 -0.78
C 0.12830 1.32969 1.15991 1.98 -3.99 -0.80 -0.73
C -0.95685 0.53771 1.41480 1.06 -0.72 0.40 -0.51
C -0.85143 -0.85196 1.52730 3.99 0.10 -1.57 -0.83
C 0.32304 -1.55551 1.15235 -0.38 5.45 0.62 -0.83
N 2.56867 -1.19265 0.13572 0.38 -0.32 2.00 -0.28
H 0.00027 2.31490 1.23058 -0.15 3.98 -0.14 0.55
H -1.94545 0.88944 1.57741 -0.48 0.92 0.32 0.47
H -1.69293 -1.27794 1.88251 -2.53 -2.09 0.79 0.57
H 3.65280 2.72089 -0.98499 -0.56 -0.03 1.15 0.29
H 4.00066 2.59010 0.80597 -0.60 0.75 -0.01 0.27
H 4.25507 -0.36448 -0.60506 2.01 0.51 -0.91 0.50
H 2.94213 -1.98296 0.72916 0.07 1.02 -1.59 0.31
H 0.37458 -2.56572 1.04793 0.12 -2.75 -0.02 0.51
H 2.22919 2.92830 0.15852 0.46 2.20 0.39 0.28
C -3.21999 -0.24861 -1.71478 -1.62 -2.29 -0.79 -0.34
C -2.38638 -1.46182 -1.28054 4.49 1.84 -4.39 -0.77
O -4.55717 -0.32091 -1.19253 -0.67 0.40 1.20 -0.56
H -2.91631 0.76561 -1.61232 1.22 0.53 0.57 0.35
H -3.22312 -0.47897 -2.81569 -0.92 0.99 0.80 0.25
H -2.62765 -2.10904 -0.52816 -0.76 -0.78 2.60 0.37
H -4.63286 -0.02613 -0.22846 0.70 -0.57 -2.16 0.30
H -1.29091 -1.00809 -1.25807 -1.91 -1.35 0.70 0.09
H -2.25183 -2.19035 -2.18110 -0.59 1.21 1.29 0.31